(1)
DFT (wB97M-V/def2-TZVPD) results for C4H8N2 as an isolated structure.

```
14
Properties=species:S:1:pos:R:3:forces:R:3:lowdin_charge:R:1
C -0.4700 -0.8960 0.3259 -0.143 0.365 -0.394 -0.3651
C -0.4140 0.7001 -0.1970 0.476 -0.642 -0.236 -0.3190
C -1.2017 1.4507 0.6605 -0.242 0.239 0.353 0.0100
N 0.2502 -1.1755 1.3645 0.074 0.071 0.104 0.0490
H -0.1682 -1.9062 1.9379 0.017 0.028 -0.088 0.0410
H -1.4545 -1.3411 0.1276 0.088 -0.012 0.035 0.1129
H -0.7031 0.7737 -1.2458 0.005 -0.036 0.016 0.1048
H -2.0036 2.0768 0.2916 0.027 -0.039 -0.004 0.0514
H -1.0744 1.3764 1.7325 0.021 0.005 -0.025 0.0609
C 1.9731 -0.1135 -1.2175 -0.193 -0.727 -0.299 -0.0294
N 1.3693 -1.0884 -1.5064 0.431 0.596 0.115 0.0682
H 0.3009 -1.1307 -0.7965 -0.230 0.050 0.227 0.0600
H 0.7374 0.7876 -0.1583 -0.243 0.037 0.125 0.0715
H 2.8586 0.4861 -1.3191 -0.087 0.063 0.071 0.0839
```
Positions in Å, forces in eV/Å.

Output
Lowest unoccupied orbital energy (spin up / spin down) (eV): -0.221 / 0.198
Kohn-Sham gap (spin up / spin down) (eV): 7.4 / 7.5
Relative energy (zero: lowest compared OMol25 entry of this formula, charge and spin) (kJ/mol): 615.0
Total energy (eV): -7251.501
HOMO energy (spin up / spin down) (eV): -7.592 / -7.314

---

(2)
DFT (wB97M-V/def2-TZVPD) results for an isolated ion of composition C4H8N2 and charge +2 at a distorted geometry.

```
14
Properties=species:S:1:pos:R:3:forces:R:3:lowdin_charge:R:1
N 2.9570 -0.0900 0.0271 0.896 2.362 2.797 0.2421
C 1.5749 0.1373 0.0107 -0.746 0.699 -0.480 0.0145
C 0.4114 0.3743 -0.0400 -2.918 1.137 -0.036 0.1388
N -1.0517 0.6621 -0.0398 3.221 1.212 -2.073 0.0107
C -1.9061 -0.1674 0.7189 -4.933 -0.214 0.407 -0.0534
C -1.9755 -0.4116 -0.7674 1.560 0.274 3.223 0.1238
H 3.5873 0.8306 -0.1308 -1.618 -2.270 0.034 0.2851
H 3.1721 -0.8357 -0.5977 0.844 -0.900 -0.997 0.1760
H 3.1615 -0.4030 1.0347 0.277 0.227 -1.438 0.2371
H -1.4206 1.6587 -0.1930 1.468 -1.434 0.398 0.2521
H -2.7991 0.4667 1.0246 1.234 -0.988 0.110 0.1773
H -1.6510 -0.9158 1.4712 0.717 0.355 -0.436 0.1629
H -1.3341 -1.1560 -1.0763 1.164 -1.629 -0.852 0.1038
H -2.7260 -0.1503 -1.4424 -1.167 1.170 -0.656 0.1293
```
Positions in Å, forces in eV/Å.

Output
Lowest unoccupied orbital energy (eV): -7.967
SMILES string: [NH3+]C#C[NH+]1CC1
Kohn-Sham gap (eV): 12.6
Net charge: +2
Relative energy (zero: lowest compared OMol25 entry of this formula, charge and spin) (kJ/mol): 251.1
Total energy (eV): -7234.931
HOMO energy (eV): -20.529